Here is a 28-piece molecular cluster, H56O28 overall in a non-equilibrium geometry from the OMol25 dataset. Energies are from ωB97M-V with the def2-TZVPD basis set.

Output
- Energy above the lowest of the compared OMol25 structures with the same formula, charge and spin: 1.085 eV
- Gap between HOMO and LUMO: 10.38 eV
- Calculated total energy: -58243.455 eV

```
84
H56O28 | the OMol25 dataset | ωB97M-V with the def2-TZVPD basis set
O 0.03198 2.89043 2.00862
H 0.50271 2.05672 2.10821
H -0.80823 2.69090 2.49314
O -0.64807 -5.26132 -0.07895
H -0.86669 -4.49133 0.48937
H -0.94919 -4.98506 -0.95372
O 2.29695 2.15988 -0.18460
H 1.88401 3.05956 -0.36493
H 1.89544 1.57976 -0.83341
O -2.94648 -1.94381 -1.20653
H -3.66869 -1.39102 -1.54042
H -2.51364 -2.32241 -2.00816
O 3.07015 -1.77611 -2.21037
H 3.11557 -2.67591 -2.54519
H 3.13783 -1.18335 -2.98072
O 2.32396 1.13792 2.55446
H 2.77965 0.46913 1.96837
H 2.73618 2.00333 2.31913
O 0.97750 5.35510 1.60318
H 0.70607 4.48463 1.97563
H 1.45956 5.80716 2.28452
O 1.44805 4.61754 -0.93120
H 1.28492 5.14299 -0.12418
H 1.17267 5.13269 -1.70762
O -1.82050 -3.34451 -3.52772
H -2.10404 -2.81249 -4.27931
H -0.85560 -3.18139 -3.45268
O -0.66748 -1.95788 0.52828
H -0.05816 -2.53954 0.98141
H -1.32696 -1.78372 1.20755
O 1.27609 -3.64885 1.60955
H 1.12629 -4.51922 1.19678
H 1.68037 -3.81796 2.48466
O -0.45405 0.81588 -0.42213
H -0.11840 0.00755 -0.02948
H -0.14929 1.44241 0.27409
O -3.02980 0.93937 0.72805
H -2.17032 0.89373 0.23189
H -3.01468 1.83950 1.11237
O 3.12993 -0.92919 0.63547
H 2.76535 -1.81906 0.62518
H 3.31475 -0.75487 -0.31551
O 3.81961 0.72068 -3.32913
H 4.12606 1.58338 -3.64174
H 4.20494 0.65141 -2.45078
O -0.79422 1.61942 -5.44005
H -0.33342 1.90506 -6.23243
H -0.12659 1.32622 -4.81381
O 1.85698 -2.59851 4.76494
H 1.44104 -1.77985 5.06419
H 2.60047 -2.71731 5.35802
O -2.46453 -4.09545 2.18005
H -3.14796 -3.41488 2.03589
H -2.94124 -4.87977 2.42547
O 1.25252 0.33635 5.09506
H 0.99150 1.01405 5.72936
H 1.81891 0.75228 4.46271
O 2.24948 -5.31183 -2.36479
H 2.60531 -6.18279 -2.53246
H 1.42524 -5.45648 -1.87664
O 0.37247 -2.76339 -2.12850
H 1.25662 -2.40332 -2.08226
H -0.00325 -2.71981 -1.25278
O 4.77082 1.31363 -0.10618
H 3.82829 1.55644 0.01792
H 4.96992 0.51810 0.42922
O -2.38598 2.67668 3.29574
H -2.94984 1.94178 3.50237
H -2.90429 3.44868 3.43499
O 0.63748 0.72279 -3.35325
H 0.11024 0.74953 -2.56588
H 1.50118 1.08832 -3.11254
O -3.86555 4.31271 0.46400
H -3.67941 4.26940 -0.48807
H -3.57276 5.21370 0.72359
O -5.67505 0.39203 -0.53122
H -6.07415 -0.02605 0.23992
H -4.91651 0.88816 -0.20139
O -2.00319 4.39456 -2.14008
H -1.71982 3.45579 -2.23897
H -1.38024 4.77879 -1.49579
O -3.70894 -1.89241 1.30857
H -3.86626 -1.01219 1.67725
H -3.27159 -1.76307 0.44635
```

Löwdin atomic charge list, values in e, 2 entries: atom 1 (O): -0.06, atom 2 (H): 0.02

Here is C4H4Cl2LuO4Yb as an isolated structure in a non-equilibrium geometry from the OMol25 dataset. Energies are from ωB97M-V with the def2-TZVPD basis set.

Output
- Energy above the lowest of the compared OMol25 structures with the same formula, charge and spin: 4.862 eV
- Net charge: +4
- Gap between HOMO and LUMO (alpha / beta): 8.62 / 8.28 eV
- 2S+1: 2
- Calculated total energy: -102547.382 eV

```
16
C4H4Cl2LuO4Yb | the OMol25 dataset | ωB97M-V with the def2-TZVPD basis set
Yb -0.58614 -0.11913 -2.41365
Lu 0.23083 0.04704 0.48729
Cl -1.14163 -1.90733 -0.56282
Cl -0.95930 2.06491 -1.01307
C 1.34551 1.84992 1.19084
C 0.26720 -1.88827 -3.67201
C 0.35886 1.07765 -4.14936
O 1.95492 2.80977 1.66561
O 0.55775 -2.83817 -4.25458
O 0.70184 1.77497 -4.99986
C -0.13722 -0.60284 3.17594
O -0.99117 -0.48034 2.04309
H 0.74272 -1.21346 2.87577
H -0.72571 -1.13385 3.94151
H 0.15955 0.40356 3.51083
H -1.77800 0.15557 2.17448
```

Löwdin atomic charge list, values in e, 2 entries: atom 1 (Yb): 1.31, atom 2 (Lu): 1.38

Here is one molecule with the formula C11H18ClNO in a non-equilibrium geometry from the OMol25 dataset. Energies are from ωB97M-V with the def2-TZVPD basis set.

Output
- Energy above the lowest of the compared OMol25 structures with the same formula, charge and spin: 2.493 eV
- Gap between HOMO and LUMO (alpha / beta): 5.30 / 7.43 eV
- 2S+1: 3
- Calculated total energy: -27750.056 eV

```
32
C11H18ClNO | the OMol25 dataset | ωB97M-V with the def2-TZVPD basis set
C 1.34273 2.07995 0.97492
C 1.84547 1.23271 0.10085
C -1.44808 1.87699 -1.41191
C -1.92297 0.38656 -1.33579
C 0.84882 0.17831 -0.29341
C -1.54866 1.11626 -0.09470
C -2.82818 1.31053 0.76864
C 2.20665 -1.99385 -0.65721
C -0.20834 -2.10404 -0.11881
C 1.38579 -1.25819 1.62582
C 1.07448 -1.27289 0.07340
N -0.37597 0.72041 0.65743
O 0.08865 1.79574 1.45834
Cl 3.43410 1.34944 -0.60978
H 1.72944 2.91995 1.51654
H -0.59113 1.92287 -2.06944
H -2.28416 2.59540 -1.67602
H -2.86951 0.17926 -1.52302
H -1.23258 -0.35170 -1.73261
H 0.70367 0.44962 -1.29418
H -3.40097 0.36710 0.94089
H -3.56161 1.88408 0.18154
H -2.61798 1.76364 1.69009
H 1.89276 -2.97581 -1.04758
H 3.06250 -2.30795 -0.03354
H 2.43912 -1.36597 -1.56924
H -0.56486 -1.77665 -1.11193
H -0.05171 -3.21603 -0.12881
H -0.94745 -1.71897 0.69096
H 1.21867 -2.28616 1.95345
H 0.78961 -0.57428 2.13594
H 2.39168 -0.92632 1.93918
```

Löwdin atomic charge list, values in e, 2 entries: atom 1 (C): -0.20, atom 2 (C): -0.63